<one>
Computed, not measured: C3H3FO2 in the gas phase, with the ωB97M-V functional and the def2-TZVPD basis.

Positions of all 9 atoms, in Å:
F -3.2828 0.8827 -0.0399
O -2.3391 -1.1541 0.1497
O -1.0367 -1.7055 -0.1469
C -0.0868 -0.6377 0.0849
C -2.1358 0.2678 -0.0030
C -0.8510 0.5960 -0.0073
H 0.4852 -0.7799 -0.8365
H -0.4074 1.6815 -0.0912
H 0.4621 -0.8961 1.1238

SMILES	FC1=CCOO1
frontier orbital gap	10.00	eV

<two>
Computed, not measured: C3H3FO2 in the gas phase, with the ωB97M-V functional and the def2-TZVPD basis.

Positions of all 9 atoms, in Å:
F -1.5854 1.3872 -0.8122
O -1.9527 -0.6328 0.1031
O 0.4373 -1.6799 -0.6900
C 0.2232 0.4078 0.3473
C -1.2704 0.3231 -0.0863
C 1.0048 -0.7367 -0.2653
H 2.0768 -0.6050 -0.1308
H 0.6816 1.2934 0.1012
H 0.3848 0.2430 1.4330

SMILES	O=CCC(=O)F
frontier orbital gap	11.09	eV

Of the structures shown above, <one> is the least stable.